(1)
ORCA calculation (the ωB97M-V functional and the def2-TZVPD basis) on a molecular structure, C27H44BrEuN3OP2 in a non-equilibrium geometry.

## Properties
**Energy**: -5261.236437 a.u.
**HOMO level (spin up / spin down)**: -11.86 / -11.86 eV
**Multiplicity**: 8
**<S²>**: 15.760
**Net charge**: +2
**HOMO-LUMO gap (spin up / spin down)**: 4.678 / 4.699 eV
**LUMO (spin up / spin down)**: -7.2 / -7.2 eV

Each line ends with the Löwdin charge.
Positions of all 79 atoms, in Å:
C  -1.33  7.10  -4.95  0.006
C  -1.59  5.70  -4.95  -0.221
C  -1.81  5.08  -6.20  -0.012
C  -1.51  5.78  -7.38  -0.111
N  -1.15  7.05  -7.34  0.067
C  -1.06  7.71  -6.20  -0.110
C  -1.43  4.78  -3.81  0.055
C  -0.76  3.73  -3.62  -0.165
C  0.12  2.64  -3.34  -0.335
C  1.15  2.82  -2.37  -0.034
C  1.92  1.75  -1.95  -0.054
C  1.59  0.44  -2.32  -0.337
C  0.58  0.25  -3.28  -0.167
C  -0.20  1.31  -3.74  -0.076
Eu  -1.84  2.83  -1.67  1.657
P  2.59  -0.98  -1.79  1.016
H  -2.05  4.02  -6.29  0.111
H  -1.23  7.72  -4.06  0.116
H  -1.53  5.29  -8.37  0.125
H  -0.72  8.75  -6.29  0.126
H  -1.09  1.12  -4.35  0.115
H  1.34  3.83  -1.98  0.138
H  0.38  -0.78  -3.61  0.083
H  2.81  1.92  -1.35  0.100
C  1.87  -2.03  -0.52  -0.324
C  2.40  -3.47  -0.52  -0.103
H  0.78  -1.96  -0.69  0.002
H  2.03  -1.53  0.44  0.109
H  2.15  -3.94  0.43  0.093
H  1.90  -4.05  -1.31  0.082
H  3.49  -3.53  -0.64  0.067
C  2.97  -1.72  -3.37  -0.296
C  3.46  -0.69  -4.40  -0.090
H  2.05  -2.21  -3.73  0.087
H  3.69  -2.52  -3.18  0.104
H  3.54  -1.16  -5.38  0.097
H  2.74  0.13  -4.51  0.068
H  4.44  -0.28  -4.14  0.089
C  4.01  -0.20  -1.02  -0.331
C  5.11  -1.22  -0.87  -0.113
H  3.68  0.26  -0.08  0.111
H  4.34  0.59  -1.71  0.099
H  6.01  -0.72  -0.50  0.093
H  4.89  -2.01  -0.15  0.076
H  5.36  -1.66  -1.83  0.081
Br  -1.21  -0.24  -0.88  0.230
P  -2.56  -2.84  -3.85  0.977
C  -0.74  -3.17  -3.84  -0.465
C  -0.43  -4.63  -4.17  -0.165
H  -0.36  -2.90  -2.84  0.041
H  -0.28  -2.49  -4.58  0.059
H  0.65  -4.75  -4.31  0.061
H  -0.75  -5.30  -3.36  0.075
H  -0.93  -4.94  -5.09  0.071
C  -2.99  -2.66  -2.07  -0.514
C  -4.37  -3.26  -1.79  -0.173
H  -2.93  -1.59  -1.81  -0.080
H  -2.22  -3.17  -1.47  0.065
H  -4.57  -3.26  -0.71  0.070
H  -5.15  -2.67  -2.29  0.067
H  -4.41  -4.29  -2.16  0.065
C  -2.73  -1.20  -4.68  -0.444
C  -3.08  -1.40  -6.16  -0.167
H  -1.79  -0.65  -4.56  0.016
H  -3.51  -0.64  -4.15  0.079
H  -3.41  -0.45  -6.60  0.065
H  -2.21  -1.76  -6.72  0.071
H  -3.89  -2.13  -6.28  0.067
C  2.03  3.22  1.87  -0.043
N  0.81  2.51  2.20  0.034
C  -0.28  2.33  1.42  -0.573
N  -1.27  1.54  1.95  0.134
O  -0.44  2.88  0.28  -0.220
H  2.22  3.24  0.80  0.069
H  2.85  2.72  2.38  0.098
H  1.96  4.26  2.21  0.098
H  0.78  2.04  3.10  0.148
H  -1.66  0.87  1.26  -0.023
H  -1.06  1.13  2.85  0.109


(2)
ORCA calculation (the ωB97M-V functional and the def2-TZVPD basis) on 2 unconnected molecules or ions with the total composition C5H10O2.

## Properties
**Energy**: -346.898266 a.u.
**HOMO level**: -8.70 eV
**SMILES string**: CO/C=C\CC=O.[H][H]
**HOMO-LUMO gap**: 9.786 eV
**LUMO**: 1.1 eV

Each line ends with the Löwdin charge.
Positions of all 17 atoms, in Å:
C  -0.74  2.41  0.28  -0.079
O  0.06  1.27  0.52  -0.129
C  0.55  0.64  -0.57  -0.230
C  1.19  -0.54  -0.48  -0.118
C  1.22  -1.36  0.78  -0.149
C  -0.08  -2.12  0.63  -0.304
O  -1.08  -1.88  1.25  0.030
H  -0.24  3.13  -0.39  0.092
H  -0.91  2.88  1.25  0.094
H  -1.71  2.12  -0.15  0.088
H  -1.45  -0.33  -1.30  0.038
H  0.45  1.15  -1.53  0.125
H  1.58  -0.98  -1.38  0.107
H  2.08  -2.04  0.81  0.114
H  1.17  -0.76  1.69  0.120
H  -0.07  -2.83  -0.24  0.128
H  -2.03  -0.76  -1.17  0.075


(3)
ORCA calculation (the ωB97M-V functional and the def2-TZVPD basis) on C4H10O2 in the gas phase.

## Properties
**Energy**: -308.877796 a.u.
**HOMO level**: -10.01 eV
**SMILES string**: CC(C)(O)CO
**HOMO-LUMO gap**: 10.752 eV
**LUMO**: 0.7 eV

Each line ends with the Löwdin charge.
Positions of all 16 atoms, in Å:
C  -1.41  -0.86  -0.44  -0.015
C  -0.24  -0.11  0.22  -0.615
C  -0.36  1.40  0.01  -0.032
O  -0.28  -0.39  1.61  -0.024
C  1.09  -0.64  -0.32  -0.210
O  2.19  -0.09  0.38  -0.058
H  -1.07  -1.45  -1.30  0.082
H  -1.85  -1.54  0.29  0.088
H  -2.18  -0.17  -0.79  0.080
H  -0.48  1.66  -1.05  0.089
H  -1.22  1.78  0.57  0.092
H  0.53  1.92  0.40  0.077
H  0.59  -0.13  1.96  0.093
H  1.13  -1.72  -0.15  0.133
H  1.17  -0.46  -1.40  0.132
H  2.38  0.78  0.01  0.088